(1)
Entry from the OMol25 dataset: a structure of composition C4H8Si2 at a distorted geometry (wB97M-V/def2-TZVPD).

ORCA input file:
```
! RIJCOSX wB97M-V def2-TZVPD def2/J DEFGRID3
* xyz 0 1
C 1.16248 0.27170 2.05984
C 0.41693 -0.49578 1.19210
C -0.01562 0.50375 0.30138
C -1.74963 -1.71808 -1.69120
Si 1.34866 1.79110 0.94545
Si -0.99452 -0.05353 -1.27979
H 1.58519 -0.09899 3.01298
H 0.11186 -1.58169 1.15463
H -1.47152 -2.74000 -1.46061
H -2.55365 -1.73540 -2.37608
H 1.21676 3.09259 1.54027
H 2.74162 1.69914 0.53759
H -2.05654 0.89021 -1.72711
H 0.25799 0.17498 -2.20946
*
```

HOMO (alpha / beta)   -7.390 / -8.901 eV
Max |F|   3.213 eV Å⁻¹
Orbital gap (alpha / beta)   6.7 / 8.8 eV
Total energy   -20027.0273 eV

---

(2)
Entry from the OMol25 dataset: an isolated molecule of C4H9BO2 at a distorted geometry (wB97M-V/def2-TZVPD).

ORCA input file:
```
! RIJCOSX wB97M-V def2-TZVPD def2/J DEFGRID3
* xyz 0 1
B -0.12385 0.68262 -0.68881
C -0.24167 -1.28046 1.15156
C -1.57299 1.03964 -1.25902
C 1.14934 1.31640 -1.36419
C 0.69251 -1.77735 2.24059
O -1.22717 -1.96437 0.88503
O 0.31090 -0.23555 0.45922
H -2.37462 0.24223 -1.34349
H -1.61570 1.39051 -2.30627
H -2.17610 1.86410 -0.77287
H 0.96346 1.67550 -2.41061
H 2.06506 0.65706 -1.44106
H 1.54516 2.26382 -0.83579
H 0.06787 -2.44617 2.91718
H 1.47067 -2.32083 1.87367
H 1.06713 -1.10715 2.89484
*
```

HOMO   -10.266 eV
Max |F|   4.740 eV Å⁻¹
Orbital gap   10.8 eV
Total energy   -9065.7554 eV

---

(3)
Entry from the OMol25 dataset: an isolated molecule of C4H9BOS at a distorted geometry (wB97M-V/def2-TZVPD).

ORCA input file:
```
! RIJCOSX wB97M-V def2-TZVPD def2/J DEFGRID3
* xyz 0 1
B -1.23521 0.10137 -0.00631
C 1.71671 -0.31627 -0.48901
C 0.75174 -1.32500 0.04679
C 1.56319 0.98466 0.30218
C -2.80825 0.33628 -0.03895
O -0.65847 -1.06291 -0.04305
S 0.05427 1.92000 0.06104
H 2.67664 -0.62408 -0.34992
H 1.57498 -0.01604 -1.50106
H 0.75166 -2.24922 -0.39354
H 1.09625 -1.53140 1.02115
H 1.66601 0.75188 1.30889
H 2.34248 1.59348 0.20798
H -3.16470 0.33400 0.87451
H -3.24524 -0.30775 -0.64944
H -3.08204 1.41098 -0.35127
*
```

HOMO   -8.414 eV
Max |F|   6.848 eV Å⁻¹
Orbital gap   9.1 eV
Total energy   -17852.9831 eV

---

(4)
Entry from the OMol25 dataset: a cluster of 2 separate species, C4H9BrN in total at a distorted geometry (wB97M-V/def2-TZVPD).

ORCA input file:
```
! RIJCOSX wB97M-V def2-TZVPD def2/J DEFGRID3
* xyz 1 1
C 0.38139 -2.06798 -0.18157
C 1.37846 -0.97553 0.05551
C -0.41831 2.47496 0.05013
C -0.89144 0.17491 -0.42714
N -0.00524 -0.72704 0.40561
Br -2.68940 0.03580 0.10157
H -0.11236 -2.33477 -1.15561
H 0.51649 -3.02156 0.40164
H 1.91815 -1.29556 0.91715
H 1.72132 -0.35143 -0.70409
H -1.33398 3.05407 -0.28141
H -0.19442 2.38401 1.17152
H 0.40743 3.02966 -0.46201
H -0.53790 0.28778 -1.36660
H -0.14019 -0.66733 1.47532
*
```

HOMO   -13.258 eV
Max |F|   5.646 eV Å⁻¹
Orbital gap   8.9 eV
Total energy   -75814.5834 eV